C2H3I3O | ωB97M-V/def2-TZVPD

## Properties
E_LUMO = -2.0 eV
energy relative to the best compared isomer or geometry (same formula, charge and spin) = 0.205 eV
structure (SMILES) = C=C(O)I.II
total energy = -28471.067 eV
gap between HOMO and LUMO = 0.26778 Ha
maximum force = 3.50 eV Å⁻¹

ORCA input file:
```
! RIJCOSX wB97M-V def2-TZVPD def2/J DEFGRID3
* xyz 0 1
C 0.534 -0.229 -2.181
C 0.092 0.159 -1.049
O -1.200 -0.118 -0.679
I 1.140 1.314 0.466
H -0.174 -0.794 -2.751
H 1.368 -0.016 -2.711
H -1.395 0.393 0.158
I -1.497 -0.093 4.199
I 1.133 -0.614 4.547
*
```